DFT (ωB97M-V/def2-TZVPD) results for a structure of composition C39H39N9PdS3 at a distorted geometry.

Calculated values
Total charge   +4
Kohn-Sham gap (alpha / beta)   2.973 / 2.974 eV
E_HOMO (alpha / beta)   -16.69 / -16.69 eV

```
91
Properties=species:S:1:pos:R:3:forces:R:3:mulliken_charge:R:1
Pd -0.155 0.299 0.146 0.5 0.6 0.1 0.031
C -0.476 1.120 4.573 0.1 0.0 0.0 -1.074
C -0.793 0.857 3.237 -0.3 -0.1 0.0 -0.993
N 0.136 0.720 2.307 -0.5 -0.2 -0.9 1.696
C 1.440 0.834 2.640 0.4 -0.1 -0.1 -0.036
C 1.853 1.035 3.970 -0.2 0.0 -0.2 1.015
C 0.848 1.194 4.942 -0.1 0.0 0.0 -0.833
C 3.251 1.055 4.274 0.2 0.0 0.0 -1.031
C 4.175 0.913 3.296 0.0 0.0 0.2 -1.060
C 3.782 0.764 1.927 -0.2 0.0 -0.2 0.799
C 4.709 0.665 0.871 -0.1 0.0 -0.1 -0.740
C 4.255 0.532 -0.419 0.1 0.1 0.1 -1.136
C 2.879 0.479 -0.655 0.0 0.0 -0.2 -0.419
N 1.994 0.566 0.322 -1.0 -0.2 -0.2 0.943
C 2.417 0.720 1.600 0.2 0.0 0.3 0.103
H -1.270 1.249 5.296 0.0 0.0 0.0 0.606
H -1.823 0.748 2.919 0.0 0.0 0.0 0.546
H 1.123 1.373 5.975 0.0 0.0 0.0 0.589
H 3.557 1.183 5.305 0.0 0.0 0.0 0.523
H 5.232 0.912 3.530 0.0 0.0 0.0 0.491
H 5.771 0.697 1.082 0.0 0.0 0.0 0.517
H 4.941 0.473 -1.252 0.0 0.0 0.0 0.501
H 2.497 0.364 -1.662 0.0 0.0 0.0 0.504
S -0.277 -0.950 -7.104 -0.1 0.1 0.5 -0.129
C -0.266 -2.601 -7.440 0.0 -0.3 0.1 -0.329
C -0.268 -3.379 -6.305 0.0 0.0 -0.2 -0.613
C -0.281 -2.609 -5.140 0.0 0.2 0.2 -0.050
C -0.288 -1.244 -5.379 0.0 -0.2 -0.6 0.094
C -0.285 -0.160 -4.436 0.3 0.2 0.2 0.729
C -0.283 -0.398 -3.034 0.3 -0.7 -0.1 -0.586
N -0.267 0.543 -2.121 -0.2 -0.1 1.0 1.156
C -0.274 1.847 -2.504 0.0 0.4 0.1 -0.492
C -0.273 2.197 -3.876 -0.1 -0.4 0.0 0.434
C -0.275 3.579 -4.262 0.1 0.3 0.1 -1.200
C -0.304 4.554 -3.333 0.1 -0.2 -0.4 -1.319
C -0.333 4.228 -1.937 -0.2 -0.1 0.5 0.464
C -0.381 5.211 -0.960 0.0 -0.3 0.1 -0.447
C -0.407 4.868 0.398 0.4 0.1 -0.2 0.889
C -0.388 3.478 0.707 0.2 0.1 0.5 -0.842
N -0.339 2.539 -0.203 -0.3 -0.9 -0.2 0.734
C -0.310 2.872 -1.523 0.0 -0.2 -0.4 -0.583
C -0.443 5.862 1.422 -0.1 0.6 0.2 0.206
C -0.419 5.703 2.816 0.0 -0.2 -0.8 -0.321
C -0.447 6.902 3.497 -0.1 1.1 -0.2 -0.536
C -0.497 8.004 2.630 0.0 -0.4 0.8 -0.319
S -0.509 7.583 1.007 -0.1 -1.0 0.3 -0.109
C -0.274 1.178 -4.826 0.0 0.0 0.3 -0.606
H -0.258 -2.952 -8.461 0.0 0.1 0.0 0.484
H -0.259 -4.458 -6.334 0.0 0.0 0.0 0.434
H -0.285 -3.046 -4.150 0.0 0.0 0.0 0.225
H -0.297 -1.421 -2.674 -0.1 0.0 0.0 -0.171
H -0.257 3.818 -5.317 0.0 0.0 0.0 0.520
H -0.308 5.597 -3.621 0.0 0.0 0.0 0.513
H -0.401 6.250 -1.267 0.0 0.0 0.0 0.508
H -0.431 3.156 1.740 -0.1 0.0 -0.1 0.348
H -0.382 4.745 3.314 0.0 0.0 0.0 0.410
H -0.433 7.003 4.573 0.0 0.0 -0.1 0.449
H -0.528 9.046 2.923 0.0 -0.1 0.0 0.474
H -0.271 1.441 -5.876 0.0 0.0 0.0 0.547
C -4.059 -3.591 0.815 -0.1 -0.2 -0.1 -1.212
N -3.409 -2.288 0.941 -0.1 0.1 0.1 -0.025
C -3.154 -1.479 -0.058 0.2 -0.8 -0.2 0.487
N -3.395 -1.858 -1.310 -0.2 0.1 0.1 -0.241
S -2.566 0.129 0.260 0.9 1.0 0.2 -0.347
H -4.276 -3.973 1.808 0.0 0.0 0.0 0.358
H -3.408 -4.297 0.297 0.0 0.0 0.0 0.372
H -5.006 -3.508 0.278 0.0 0.1 0.0 0.451
H -3.251 -1.926 1.868 0.1 0.1 0.0 0.261
H -3.954 -2.680 -1.501 0.1 0.0 0.0 0.251
H -3.382 -1.149 -2.027 0.0 0.0 0.0 0.248
C 0.616 -5.476 0.359 0.1 -0.3 0.0 -1.200
N -0.076 -4.235 0.005 0.0 0.5 -0.1 0.191
C -0.436 -4.144 -1.401 0.0 -0.1 0.0 -1.186
C 0.055 -3.110 0.756 -0.6 -0.8 0.9 0.418
N 0.194 -1.923 0.195 0.2 1.7 -0.9 0.321
N 0.010 -3.270 2.099 0.0 0.3 -0.4 0.391
C -0.725 -4.344 2.751 0.0 -0.2 0.2 -1.180
C 0.750 -2.396 2.987 0.0 0.0 0.2 -1.152
H 1.373 -5.696 -0.397 0.0 0.0 0.0 0.387
H -0.080 -6.315 0.393 0.0 0.0 0.0 0.377
H 1.119 -5.390 1.316 0.0 0.0 0.0 0.430
H -0.922 -5.075 -1.692 0.0 0.0 0.0 0.504
H 0.445 -4.020 -2.042 0.0 0.0 0.0 0.513
H -1.135 -3.323 -1.562 0.0 0.0 0.0 0.081
H 0.452 -2.013 -0.779 0.1 -0.2 0.0 -0.086
H -1.376 -4.856 2.048 0.0 0.0 0.0 0.365
H -1.335 -3.918 3.552 0.0 0.0 0.0 0.364
H -0.057 -5.075 3.210 0.0 0.0 0.0 0.392
H 1.361 -1.727 2.395 0.1 0.0 0.0 0.239
H 1.399 -2.995 3.631 0.0 0.0 0.0 0.423
H 0.081 -1.823 3.637 0.0 0.0 -0.1 0.299
```
Positions in Å, forces in eV/Å.

DFT (ωB97M-V/def2-TZVPD) results for a structure of composition C39H40AsBIN8PV at a distorted geometry.

Calculated values
Kohn-Sham gap (alpha / beta)   7.031 / 8.129 eV
E_HOMO (alpha / beta)   -6.60 / -7.70 eV
Spin multiplicity   4

```
92
Properties=species:S:1:pos:R:3:forces:R:3:mulliken_charge:R:1
V 0.872 -0.112 0.375 -1.0 -0.3 0.0 -0.319
C 4.675 -2.177 0.653 0.0 0.0 0.0 -1.379
C 3.906 -1.082 0.259 0.0 0.2 -0.1 -0.501
N 2.634 -1.243 0.606 0.3 -0.4 0.2 0.583
N 2.561 -2.437 1.249 -0.2 0.3 0.0 -0.049
C 3.771 -3.010 1.279 0.1 -0.1 0.1 -0.187
B 1.231 -2.947 1.856 0.1 -0.1 0.1 -0.026
N 0.616 -1.889 2.810 0.1 0.2 -0.4 -0.149
C 0.139 -2.046 4.052 0.0 -0.1 0.1 -0.100
C -0.373 -0.838 4.485 0.0 -0.1 0.0 -1.496
C -0.158 0.025 3.408 0.0 0.2 -0.1 -0.474
N 0.423 -0.613 2.400 0.1 -0.4 0.3 0.833
N 0.237 -3.214 0.707 -0.1 0.3 0.0 -0.107
C -0.395 -4.350 0.389 0.0 -0.1 0.0 -0.103
C -1.261 -4.092 -0.654 0.0 0.0 0.0 -1.404
C -1.081 -2.730 -0.903 0.0 0.1 -0.1 -0.316
N -0.181 -2.196 -0.083 0.3 -0.2 0.2 0.589
H 5.729 -2.333 0.511 0.0 0.0 0.0 0.435
H 4.209 -0.165 -0.221 0.0 0.0 0.0 0.588
H 3.900 -3.967 1.757 0.0 0.0 0.0 0.436
H 1.438 -3.958 2.474 0.0 0.0 -0.1 -0.161
H 0.207 -3.003 4.542 0.0 0.0 0.0 0.455
H -0.812 -0.612 5.440 0.0 0.0 0.0 0.458
H -0.366 1.080 3.309 0.0 0.0 0.0 0.611
H -0.178 -5.258 0.926 0.0 0.0 0.0 0.461
H -1.919 -4.779 -1.155 0.0 0.0 0.0 0.445
H -1.569 -2.125 -1.650 0.0 0.0 0.0 0.401
C 1.995 3.506 -4.818 0.0 0.0 0.0 -0.754
C 2.772 3.565 -3.668 0.0 0.0 0.0 -0.639
C 2.183 3.454 -2.416 0.0 0.0 0.0 -0.537
C 0.807 3.274 -2.295 0.0 0.1 -0.1 -0.242
C 0.043 3.194 -3.458 -0.1 -0.1 -0.1 -0.109
C 0.625 3.319 -4.713 0.1 0.0 0.1 -0.639
P -0.067 3.126 -0.689 0.4 0.1 0.2 1.974
C -0.678 4.852 -0.457 -0.1 -0.1 0.0 0.142
C -1.098 5.219 0.825 0.0 0.0 0.0 -0.145
C -1.692 6.445 1.063 0.0 0.0 0.0 -0.786
C -1.881 7.343 0.018 0.0 0.0 0.0 -0.653
C -1.463 6.996 -1.256 0.0 0.0 0.0 -0.690
C -0.870 5.759 -1.492 0.0 0.1 -0.1 -0.384
C 1.305 3.059 0.529 0.0 0.0 -0.1 -0.270
C 1.921 4.239 0.965 0.0 0.0 0.0 -0.346
C 2.960 4.197 1.876 0.0 -0.1 0.0 -0.877
C 3.381 2.960 2.354 0.0 0.1 0.0 -0.865
C 2.776 1.802 1.897 0.0 -0.2 0.0 -0.041
C 1.722 1.779 0.958 -0.1 0.4 0.0 0.538
H 2.456 3.594 -5.794 0.0 0.0 0.0 0.438
H 3.843 3.705 -3.741 0.0 0.0 0.0 0.414
H 2.797 3.497 -1.525 0.0 0.0 0.0 0.376
H -1.029 3.031 -3.382 0.0 0.0 0.0 0.276
H 0.014 3.264 -5.606 0.0 0.0 0.0 0.456
H -0.934 4.546 1.658 0.0 0.0 0.0 0.254
H -2.010 6.698 2.067 0.0 0.0 0.0 0.424
H -2.345 8.304 0.200 0.0 0.0 0.0 0.373
H -1.590 7.690 -2.077 0.0 0.0 0.0 0.418
H -0.554 5.515 -2.499 0.0 0.0 0.0 0.332
H 1.591 5.202 0.590 0.0 0.0 0.0 0.486
H 3.432 5.113 2.212 0.0 0.0 0.0 0.404
H 4.182 2.902 3.082 0.0 0.0 0.0 0.415
H 3.133 0.855 2.296 0.0 0.0 0.0 0.334
C -3.429 -0.974 1.133 0.1 0.0 0.1 -1.568
As -2.182 0.356 0.442 0.4 0.3 -0.3 1.549
C -3.104 0.653 -1.266 -0.1 -0.1 0.0 -1.613
C -2.786 1.901 1.511 -0.1 0.0 0.1 -0.002
C -4.049 2.571 1.063 0.0 -0.1 0.1 0.001
C -4.060 3.438 -0.028 0.0 0.1 0.0 0.470
C -5.234 4.056 -0.428 0.0 0.0 0.0 -1.089
C -6.422 3.812 0.251 0.0 0.0 0.0 -0.504
C -6.424 2.951 1.337 0.0 0.0 0.0 -0.714
C -5.243 2.338 1.740 -0.1 0.0 -0.1 -0.469
H -4.449 -0.594 1.067 0.0 0.0 0.0 0.503
H -3.179 -1.186 2.173 0.0 0.0 0.0 0.308
H -3.334 -1.892 0.555 0.0 0.0 0.0 0.418
H -4.150 0.914 -1.110 0.0 0.0 0.0 0.538
H -3.068 -0.279 -1.837 0.0 0.0 0.0 0.622
H -2.617 1.452 -1.825 0.0 0.0 0.0 0.178
H -1.956 2.604 1.558 0.0 0.0 -0.1 -0.920
H -2.915 1.475 2.509 0.0 0.1 0.0 0.844
H -3.138 3.645 -0.557 0.0 0.0 0.0 0.460
H -5.219 4.736 -1.270 0.0 0.0 0.0 0.456
H -7.337 4.296 -0.062 0.0 0.0 0.0 0.387
H -7.340 2.758 1.880 0.0 0.0 0.0 0.395
H -5.245 1.676 2.598 0.0 0.0 0.0 0.426
I 2.585 -0.235 -5.718 0.1 0.0 -0.2 0.129
C 1.535 -0.132 -3.973 -0.3 0.0 0.4 -1.186
C 0.168 -0.183 -3.807 0.0 0.0 -0.2 -0.253
N -0.060 -0.068 -2.492 0.1 0.0 0.0 0.885
N 1.072 0.052 -1.780 -0.2 0.0 -0.4 0.216
C 2.046 0.017 -2.676 0.2 0.1 0.2 -0.524
H -0.634 -0.288 -4.516 0.0 0.0 0.0 0.520
H -0.942 -0.046 -2.007 0.0 0.1 0.0 -0.558
H 3.072 0.106 -2.361 0.0 0.0 0.0 0.499
```
Positions in Å, forces in eV/Å.

> What is the formula in the second record?

C39H40AsBIN8PV